The ion CH4NOS2 with charge +1 in a non-equilibrium geometry. Source: the Open Molecules 2025 dataset; level of theory: the ωB97M-V functional and the def2-TZVPD basis.

Each line ends with the Mulliken charge.
Atoms and positions in Å:
C (0.429, -0.935, -0.558)  0.453
N (-0.295, 0.528, -0.202)  -0.419
O (0.250, -1.621, 0.592)  -0.480
S (1.974, -0.591, -1.397)  -0.022
S (0.389, -1.666, -2.186)  0.002
H (0.081, 1.243, -0.840)  0.390
H (-0.138, 0.385, 0.786)  0.334
H (-1.366, 0.534, -0.267)  0.360
H (0.092, -2.571, 0.396)  0.382

Values from the calculation:
gap between HOMO and LUMO (alpha / beta) = 7.293 / 8.702 eV
2S+1 = 3
total charge = +1
HOMO (alpha / beta) = -11.1 / -15.7 eV
electronic energy = -26298.9985 eV
ΔE to the lowest compared entry with this formula, charge and spin = 1.409 eV